This record from the OMol25 dataset describes a structure of composition C18H18CrFIN2. The level of theory is ωB97M-V with the def2-TZVPD basis set.

* ΔE to the lowest compared entry with this formula, charge and spin: 5.4 kcal/mol
* expectation value of S²: 6.04
* gap between HOMO and LUMO (alpha / beta): 5.5 / 7.0 eV

The geometry in ORCA input format:
```
! wB97M-V def2-TZVPD RIJCOSX def2/J DEFGRID3
* xyz 0 5
H 2.7049 -0.6252 -3.8227
H 1.5221 2.0730 -0.8607
C -0.5578 1.7694 -0.3399
H -0.4868 -0.1302 3.2528
C -1.9846 3.7269 -0.5403
N 0.9289 -0.2208 1.7438
C 3.7725 -0.3360 -0.5960
C 2.5127 -0.4113 0.0063
H -4.9336 -3.3050 -2.4006
C 0.5303 2.5041 -0.7657
C 2.2659 -0.2270 1.4187
H -4.5621 -4.2706 0.5045
H 0.5085 -0.7944 -2.6018
H -4.7965 -4.9579 -1.8375
C 1.5195 0.0407 4.0620
C 2.8797 0.0874 3.7284
C 0.3841 3.8687 -1.0990
C 3.8584 -0.3946 -1.9875
H 4.8278 -0.3191 -2.4808
C 0.5802 -0.0975 3.0461
C -0.8698 4.4466 -0.9647
C -4.4441 -3.9335 -1.6557
H 1.2413 4.4492 -1.4594
F -1.0208 5.7839 -1.2727
I -2.3854 -1.4840 0.9118
H 4.6377 -0.2152 0.0479
H -3.3746 -3.9142 -1.8059
H -2.9541 4.2074 -0.4443
N 1.3649 -0.5918 -0.7225
C 2.6792 -0.5695 -2.7306
H -4.4744 -2.5450 0.0474
H -5.9777 -3.4566 -0.1814
H 3.6430 0.2199 4.4984
C -1.8082 2.3580 -0.2269
C 3.2639 -0.0470 2.3893
H -2.6560 1.7790 0.1012
H 1.1869 0.1119 5.0958
C -4.8784 -3.5260 -0.2319
C 1.4571 -0.6712 -2.0723
Cr -0.4165 -0.3488 0.1867
H 4.3120 -0.0334 2.0598
*
```

=====

This record from the OMol25 dataset describes a structure of composition C6H17N3. The level of theory is ωB97M-V with the def2-TZVPD basis set.

* ΔE to the lowest compared entry with this formula, charge and spin: 97.2 kcal/mol
* gap between HOMO and LUMO: 6.8 eV

The geometry in ORCA input format:
```
! wB97M-V def2-TZVPD RIJCOSX def2/J DEFGRID3
* xyz 0 1
C 0.5781 -0.1099 -0.6542
H -0.0669 1.7481 2.2168
N 0.8120 0.8041 -1.6470
N 1.5870 -0.9835 -0.3911
H 2.3822 2.3028 2.3614
H 0.0135 1.0931 -2.1912
H -1.0422 -0.3922 2.2124
H -3.0816 -1.1290 -0.2303
H 2.4285 -0.9512 -0.9440
C -0.4150 0.1336 0.3603
H 0.4036 2.5156 0.6972
C 0.5700 1.6427 1.3330
N -0.4863 -0.7883 1.4622
C 2.0249 1.4908 1.7106
H -1.2547 0.7668 0.1008
H -0.9746 -2.3702 -0.8351
H 1.6246 0.6628 -2.2268
H -3.2700 -1.7153 -1.8710
H 1.6856 -1.2241 0.5873
H -2.8422 -0.0256 -1.5883
C -2.6630 -1.0502 -1.2406
C -1.1872 -1.3864 -1.2609
H -0.8942 -1.6877 1.2330
H 2.6763 1.4870 0.8309
H 2.1980 0.5605 2.2613
H -0.8065 -1.3945 -2.2865
*
```

=====

This record from the OMol25 dataset describes the ion C24H46N4OP with charge +1. The level of theory is ωB97M-V with the def2-TZVPD basis set.

* gap between HOMO and LUMO: 5.7 eV
* SMILES: CCCCCCCCCC[C@H]1NC(N)=[N+](P(C)CC)[C@H](CCCCn2cccc2)O1

The geometry in ORCA input format:
```
! wB97M-V def2-TZVPD RIJCOSX def2/J DEFGRID3
* xyz 1 1
H -2.7019 1.9975 -3.6301
H 4.6544 0.7877 5.4865
C -3.5179 -1.9292 1.0146
H 0.1191 1.2580 -3.5915
H -3.2351 -1.7753 -0.0269
N 3.5184 2.6167 5.3935
H 2.2279 1.0383 5.5307
H -0.9397 1.4398 -4.9684
H 0.9235 -3.3837 -4.8230
H -2.5344 0.8313 -0.5181
H -3.3442 1.7109 2.1157
H 1.6534 2.5304 6.3199
H -0.7171 2.8011 2.7888
C -5.0550 -1.8245 1.0865
C -0.8176 -0.7810 0.2567
H 0.8126 3.3589 4.2761
C 2.0837 -1.6522 -4.1785
C -0.7781 1.7247 2.9461
H 0.3406 0.3721 -0.8405
C -3.8273 0.7922 1.8088
H 0.0179 0.8904 4.7894
C -0.7908 -0.5778 -4.2299
H -3.2311 -2.9133 1.3712
C 4.6534 1.8590 5.4050
H -4.1754 0.8675 0.7827
H -0.3295 -0.2882 -6.2884
H -2.2146 2.9672 -1.6273
H 0.7185 -2.9177 -2.2554
H 0.7039 -5.3398 -1.6227
C 5.2271 4.0330 5.2436
H -0.1212 -5.1240 -3.1749
H -5.3906 -1.0237 0.4337
H -4.6909 0.6424 2.4532
H 3.1015 4.7118 5.2859
H 2.0868 2.5719 3.3533
H 6.7734 2.4361 5.2749
C 1.3747 2.4322 4.1642
H -1.7425 1.5324 3.4038
H -0.3616 -1.0503 -3.3487
N -1.1255 -0.2682 1.4456
H -1.8183 -0.9345 -4.3248
C -1.9914 1.3834 -3.0852
H -1.2450 -2.6600 -0.5166
H 2.3175 -3.5948 -2.1325
C -1.5313 2.1443 -1.8262
C -0.6492 1.1337 1.5567
N -0.6384 0.0773 -0.8111
H 0.9583 0.4933 3.3839
P -2.7838 -0.6839 2.1645
H 5.7647 4.9593 5.1538
C -0.0280 -0.9729 -5.4952
N -0.6507 -2.1143 0.0823
C 5.7361 2.7162 5.3062
H 1.9354 -1.2782 -6.2874
H -2.5440 0.4937 -2.7771
C -0.8372 0.9390 -4.0076
H -5.4154 -1.6404 2.0941
C 1.7381 -3.1557 -4.1373
C 1.4024 -3.6275 -2.7294
H 2.6025 -3.7131 -4.4973
H -0.3496 -1.9631 -5.8122
C -1.5294 1.2471 -0.6103
H 1.7250 -1.2010 -3.2503
H 0.0616 -2.6045 0.5963
H 1.5356 -5.7390 -3.1115
C 2.1576 2.1206 5.4486
H 3.1666 -1.5427 -4.1738
H -5.4980 -2.7340 0.6939
C 3.8517 3.9430 5.3050
H -0.5416 2.5811 -1.9502
C 0.8340 -5.0393 -2.6619
O -1.1701 1.9778 0.5393
C 0.3880 1.2993 3.8508
H 0.4249 1.0724 1.3540
C 1.4966 -0.8935 -5.3674
H 1.7763 0.1563 -5.2702
*
```

=====

This record from the OMol25 dataset describes an isolated molecule of C2H3N3O3. The level of theory is ωB97M-V with the def2-TZVPD basis set.

* ΔE to the lowest compared entry with this formula, charge and spin: 55.8 kcal/mol
* gap between HOMO and LUMO: 10.0 eV
* SMILES: O=c1nc(O)n(O)[nH]1

The geometry in ORCA input format:
```
! wB97M-V def2-TZVPD RIJCOSX def2/J DEFGRID3
* xyz 0 1
H 2.0194 -0.2907 1.7713
O 1.8390 0.4209 1.0832
C 0.2933 -0.4248 -0.7180
N -0.6631 0.6390 0.7776
H 0.7536 -0.3785 -2.6193
H -0.6812 0.7188 1.9023
O 1.1742 -0.4722 -1.7861
N -0.9107 -0.4096 -1.0891
O -2.8299 0.1321 0.1657
N 0.6259 -0.1019 0.5807
C -1.6205 0.1669 -0.0684
*
```